[1]
59
Properties=species:S:1:pos:R:3:forces:R:3:nbo_charge:R:1 method="wB97M-V/def2-TZVPD" spin_multiplicity=1 total_charge=+2 molar_mass_g_mol=765.4
Ta -1.053 -0.314 0.061 -0.3 -0.3 0.1 1.7911
C 4.586 2.350 -2.034 0.0 0.0 0.0 -0.1527
C 4.313 2.535 -0.685 0.0 0.0 0.0 -0.1798
C 3.376 1.733 -0.051 0.0 0.0 0.0 -0.1890
C 2.715 0.749 -0.783 0.0 0.0 0.0 -0.4250
C 2.986 0.561 -2.141 0.0 0.0 0.0 -0.1201
C 3.928 1.363 -2.760 0.0 0.0 0.0 -0.2088
P 1.516 -0.347 -0.049 0.0 0.0 -0.4 1.1103
C 0.983 0.195 1.571 0.0 -0.1 0.1 -0.4812
C 0.395 1.480 1.667 0.0 -0.1 0.0 -0.2520
C -0.150 1.893 2.875 0.0 0.0 0.1 -0.1653
C -0.146 1.035 3.968 0.0 0.1 0.0 -0.1195
C 0.407 -0.239 3.872 0.0 0.0 0.0 -0.1675
C 0.957 -0.669 2.680 0.0 0.0 -0.1 -0.0683
C 1.937 -2.060 -0.037 0.0 0.0 0.0 -0.4518
C 3.212 -2.562 0.093 0.0 0.0 0.0 -0.1166
C 3.415 -3.948 0.046 0.0 0.0 0.0 -0.2159
C 2.346 -4.781 -0.158 0.0 0.0 0.0 -0.0959
C 1.032 -4.280 -0.317 0.0 0.0 0.0 -0.1080
C -0.056 -5.142 -0.597 0.0 0.0 0.0 -0.0858
C -1.306 -4.634 -0.798 0.0 0.0 0.0 -0.2209
C -1.539 -3.254 -0.679 0.0 0.0 0.1 -0.0817
C -0.529 -2.341 -0.381 0.0 0.1 0.2 -0.5435
C 0.803 -2.888 -0.237 0.1 0.0 -0.1 0.0935
H 5.323 2.973 -2.522 0.0 0.0 0.0 0.2435
H 4.839 3.294 -0.123 0.0 0.0 0.0 0.2414
H 3.186 1.859 1.008 0.0 0.0 0.0 0.2255
H 2.478 -0.215 -2.704 0.0 0.0 0.0 0.2204
H 4.153 1.220 -3.808 0.0 0.0 0.0 0.2424
H 0.455 2.164 0.825 0.1 0.0 0.0 0.2567
H -0.554 2.892 2.975 0.0 0.0 0.0 0.2384
H -0.572 1.362 4.908 0.0 0.0 0.0 0.2530
H 0.403 -0.895 4.731 0.0 0.0 0.0 0.2556
H 1.383 -1.661 2.594 0.0 0.0 0.0 0.2436
H 4.056 -1.895 0.218 0.0 0.0 0.0 0.2374
H 4.412 -4.351 0.155 0.0 0.0 0.0 0.2480
H 2.500 -5.852 -0.222 0.0 0.0 0.0 0.2393
H 0.125 -6.208 -0.669 0.0 0.0 0.0 0.2396
H -2.132 -5.290 -1.036 0.0 0.0 0.0 0.2475
H -2.551 -2.914 -0.825 0.0 0.0 0.0 0.2405
C -4.662 4.106 -0.641 0.0 0.0 0.0 -0.6796
C -3.660 3.435 -1.497 0.0 0.0 0.0 0.3853
N -3.486 3.604 -2.770 0.0 0.0 0.0 -0.1941
N -2.468 2.767 -3.109 0.0 0.0 0.0 -0.3131
C -2.004 2.080 -2.081 -0.1 -0.1 0.0 0.2740
S -0.695 0.961 -2.041 -0.1 0.2 0.2 -0.0297
N -2.753 2.490 -1.037 0.0 0.0 0.0 -0.2025
N -2.554 2.004 0.256 0.1 -0.1 0.0 -0.6401
H -5.269 4.759 -1.262 0.0 0.0 0.0 0.2865
H -4.179 4.707 0.131 0.0 0.0 0.0 0.2500
H -5.310 3.373 -0.158 0.0 0.0 0.0 0.2605
H -2.163 2.715 -4.070 0.0 0.0 0.0 0.4582
H -2.239 2.766 0.851 0.1 0.0 0.0 0.3994
H -3.441 1.654 0.646 0.0 -0.1 -0.1 0.4474
O -2.961 -0.841 -0.329 0.5 0.2 0.0 -0.9972
Se -3.522 -0.935 1.324 0.0 0.2 -0.1 2.7367
O -3.862 -2.409 1.768 0.0 0.0 0.0 -0.8700
O -1.915 -0.468 1.831 -0.2 -0.1 0.1 -1.0282
O -4.489 0.315 1.554 0.0 0.0 0.0 -0.9619

[2]
54
Properties=species:S:1:pos:R:3:forces:R:3:lowdin_spin:R:1 method="wB97M-V/def2-TZVPD" spin_multiplicity=3 total_charge=0 molar_mass_g_mol=483.5 s_squared=2.05
C -1.349 1.684 -1.592 -0.2 -1.0 -0.5 0.0012
C -0.080 1.353 -2.171 -0.7 -0.4 0.1 -0.0308
C 0.051 -0.066 -2.217 -0.7 0.0 0.3 0.0166
H 0.623 2.067 -2.602 -0.1 -0.3 0.6 -0.0008
C -1.167 -0.635 -1.697 -0.2 0.6 -0.1 -0.0076
C -2.039 0.455 -1.307 0.7 0.0 -0.8 -0.0193
H -3.066 0.373 -0.948 0.5 0.0 -0.1 0.0007
H -1.784 2.683 -1.494 0.4 -0.6 0.2 0.0006
H 0.885 -0.624 -2.659 -0.4 0.4 0.3 0.0044
H -1.432 -1.691 -1.703 0.2 0.4 0.2 0.0012
C 0.602 -0.503 2.197 -0.8 0.0 -0.2 0.0091
C 0.301 0.878 2.392 -1.2 -0.5 -0.1 -0.0317
C -1.093 1.071 2.114 -0.2 -1.1 0.9 0.0051
H 0.963 1.644 2.799 -0.1 -0.2 -0.6 -0.0011
C -1.673 -0.207 1.765 1.1 0.5 0.8 -0.0177
C -0.605 -1.174 1.803 -0.3 0.5 0.7 -0.0163
H -0.737 -2.254 1.748 0.1 0.6 -0.3 0.0006
H 1.538 -0.990 2.474 -0.3 0.2 -0.5 0.0032
H -1.645 1.992 2.274 0.3 -0.5 -0.2 0.0013
H -2.739 -0.410 1.670 0.5 0.1 -0.2 0.0003
V -0.321 0.378 0.110 1.2 2.0 -0.1 2.0477
O 0.231 -2.850 -0.126 0.0 -2.4 -1.5 0.0093
C 1.347 -3.182 -0.940 -1.0 -0.7 -0.5 0.0017
C 0.102 -3.998 -1.171 1.2 2.4 0.6 0.0007
H 1.583 -2.407 -1.664 0.3 -0.1 0.1 0.0007
H 2.168 -3.743 -0.480 -0.1 0.5 0.0 0.0000
H -0.512 -3.745 -2.055 0.3 0.0 0.8 0.0001
H -0.894 -6.049 -2.518 0.1 -0.1 0.3 0.0000
C -0.450 -6.372 -1.571 0.2 0.9 0.3 0.0001
C 0.080 -5.387 -0.702 -0.1 -1.2 0.2 0.0002
C 0.676 -5.784 0.513 -0.3 0.0 -0.6 0.0001
H 1.078 -5.018 1.183 -0.1 -0.3 -0.2 0.0000
C 0.734 -7.141 0.837 -0.3 -0.4 -0.1 0.0000
H 1.190 -7.455 1.785 -0.2 0.2 -0.4 0.0000
C 0.185 -8.113 -0.024 -0.1 0.7 -0.1 0.0001
H 0.175 -9.166 0.266 0.1 0.4 -0.1 0.0000
C -0.397 -7.714 -1.244 0.2 -0.5 0.6 0.0000
H -0.825 -8.464 -1.919 0.2 0.3 0.3 0.0000
O -1.468 4.623 2.750 -0.1 -0.1 -0.2 0.0003
S -1.396 4.668 1.312 1.8 -0.7 -1.2 0.0032
O -2.587 4.985 0.576 -0.2 -0.1 0.1 0.0001
N -0.649 3.307 0.705 0.4 0.5 0.1 0.0235
C 0.619 3.508 0.285 -1.0 -1.2 0.4 0.0002
O 1.399 2.563 -0.055 -1.3 0.4 0.4 -0.0077
C 0.955 4.951 0.240 0.8 0.8 -0.2 -0.0004
C 2.098 5.567 -0.287 -0.4 -0.2 0.2 -0.0001
C 2.149 6.963 -0.318 -0.2 -0.1 0.1 0.0000
C 1.087 7.732 0.196 0.1 -0.4 0.1 0.0000
C -0.033 7.111 0.761 0.3 -0.5 -0.2 0.0003
C -0.071 5.717 0.757 0.0 1.2 0.2 0.0014
H 2.903 4.925 -0.648 -0.2 0.3 0.0 0.0000
H 3.020 7.461 -0.746 -0.2 -0.1 0.1 0.0000
H 1.141 8.816 0.163 0.0 -0.1 0.0 0.0000
H -0.869 7.665 1.181 0.2 0.1 -0.1 0.0000

Here are the calculated energy relative to the best compared isomer or geometry (same formula, charge and spin) numbers, same order: 0.0, 0.0 (kcal/mol).